A structure of composition C27H65BeClN5O7, computed with ωB97M-V with the def2-TZVPD basis set.

HOMO: -14.186 eV
charge: +3
relative energy (zero: lowest compared OMol25 entry of this formula, charge and spin): 260.1 kJ/mol
Kohn-Sham gap: 1.56 eV

Each line ends with the Löwdin charge.
Cartesian coordinates (Å):
Be  -3.416  -3.502  0.599  1.0274
N  -1.629  0.120  4.866  0.3529
H  -0.958  -0.582  5.140  0.1534
H  -2.497  0.121  5.383  0.1633
H  -1.692  -0.111  3.884  0.1048
H  -1.159  1.014  4.897  0.1580
N  3.448  -3.023  -0.216  0.3582
H  2.783  -3.750  0.005  0.1557
H  4.428  -3.210  -0.064  0.1487
H  3.245  -2.069  0.048  0.1351
H  3.414  -2.948  -1.223  0.1532
Cl  -0.006  -1.831  1.782  0.6433
O  0.380  -2.018  0.412  -0.3527
O  -0.270  -0.356  2.053  -0.4071
O  -1.277  -2.401  2.079  -0.4472
O  0.974  -2.270  2.717  -0.3172
C  6.584  -1.636  2.188  -0.0482
C  6.119  -0.821  3.402  -0.4743
C  7.166  0.228  3.749  -0.0865
C  6.589  1.276  4.775  -0.1825
C  5.439  2.041  4.229  -0.1448
C  4.295  1.039  3.844  -0.4096
N  4.791  -0.188  3.055  -0.0965
O  3.830  -0.954  2.592  0.0023
C  3.629  0.640  5.184  -0.0338
C  3.320  1.868  2.952  -0.0279
C  5.908  -1.903  4.480  -0.0231
H  7.598  -2.024  2.287  0.1015
H  6.638  -0.921  1.367  0.0869
H  6.015  -2.518  1.896  0.0603
H  7.990  -0.283  4.248  0.1301
H  7.527  0.678  2.824  0.1242
H  7.312  1.898  5.302  0.1265
H  6.252  0.687  5.628  0.0952
H  5.886  2.620  3.421  0.1309
H  5.171  2.692  5.062  0.1336
H  2.923  -0.174  5.017  0.0685
H  4.314  0.386  5.992  0.0771
H  2.973  1.290  5.763  0.0900
H  3.827  1.986  1.994  0.0886
H  2.404  1.298  2.799  0.0566
H  3.126  2.849  3.386  0.0948
H  6.814  -2.375  4.860  0.1044
H  5.296  -2.748  4.167  0.0786
H  5.333  -1.532  5.328  0.0717
H  3.461  -1.312  3.402  0.0879
C  0.666  2.966  0.181  -0.0062
C  -0.337  2.686  -1.018  -0.4599
C  -1.777  2.543  -0.409  -0.1252
C  -3.034  2.676  -1.270  -0.1631
C  -2.787  4.003  -2.050  -0.1016
C  -1.462  3.947  -2.946  -0.5043
N  -0.359  3.812  -1.947  -0.0245
O  0.932  3.990  -2.566  0.0254
C  -1.527  2.963  -4.060  -0.0009
C  -1.416  5.349  -3.359  -0.0629
C  0.088  1.374  -1.678  -0.0268
H  0.860  2.115  0.834  0.0657
H  0.455  3.944  0.613  0.0915
H  1.624  3.186  -0.289  0.0756
H  -1.696  1.500  -0.104  0.0991
H  -1.841  3.175  0.477  0.1188
H  -4.003  2.702  -0.771  0.1132
H  -3.135  1.786  -1.891  0.0714
H  -2.779  4.826  -1.336  0.1254
H  -3.692  4.105  -2.649  0.1224
H  -0.600  2.895  -4.629  0.1033
H  -1.683  1.984  -3.606  0.0474
H  -2.364  3.078  -4.750  0.1073
H  -2.152  5.851  -3.987  0.1156
H  -1.158  5.982  -2.510  0.1005
H  -0.475  5.475  -3.894  0.0885
H  1.022  1.342  -2.238  0.0976
H  -0.728  0.836  -2.162  0.0608
H  0.363  0.675  -0.888  0.0626
H  1.085  4.895  -2.285  0.1164
C  -6.298  -3.393  -1.056  -0.0037
C  -5.512  -2.917  -2.377  -0.3952
C  -5.909  -1.393  -2.541  -0.0780
C  -4.960  -0.681  -3.639  -0.1640
C  -3.563  -0.825  -3.199  -0.1793
C  -3.127  -2.345  -3.114  -0.4318
N  -4.014  -3.068  -2.193  -0.0696
O  -3.650  -4.377  -2.037  -0.0611
C  -3.115  -2.927  -4.576  0.0096
C  -1.608  -2.197  -2.845  -0.0447
C  -6.117  -3.655  -3.613  -0.0041
H  -7.223  -3.923  -1.280  0.0983
H  -6.685  -2.577  -0.446  0.0800
H  -5.578  -3.958  -0.463  0.0007
H  -6.894  -1.281  -2.995  0.1247
H  -5.931  -0.822  -1.612  0.1121
H  -5.058  0.404  -3.627  0.1197
H  -5.092  -1.023  -4.665  0.1103
H  -3.377  -0.478  -2.183  0.1147
H  -3.103  -0.282  -4.025  0.1338
H  -3.769  -2.457  -5.310  0.0885
H  -2.109  -2.948  -4.997  0.0968
H  -3.475  -3.955  -4.536  0.0760
H  -1.100  -1.574  -3.582  0.0993
H  -1.372  -1.723  -1.892  0.0620
H  -1.130  -3.175  -2.799  0.0876
H  -7.206  -3.697  -3.629  0.1083
H  -5.771  -4.683  -3.722  0.0884
H  -5.787  -3.193  -4.543  0.0779
H  -3.859  -4.808  -2.869  0.0971

=====

A structure of composition C27H65IO7P2, computed with ωB97M-V with the def2-TZVPD basis set.

HOMO: -9.657 eV
charge: 0
Kohn-Sham gap: 8.61 eV

Each line ends with the Löwdin charge.
Cartesian coordinates (Å):
C  -5.036  -0.316  -1.523  -0.1411
C  -5.826  -0.850  -2.897  -0.2616
C  -5.241  0.074  -4.163  -0.7456
I  -6.779  -0.156  -5.763  0.7677
O  -3.946  -0.524  -4.522  -0.2967
P  -2.857  0.628  -5.243  0.7224
O  -2.548  0.110  -6.738  -0.3451
O  -1.324  0.581  -4.356  -0.2172
O  -3.494  2.239  -5.420  -0.3041
P  -3.113  3.204  -3.978  0.7288
O  -4.237  4.339  -3.766  -0.3599
O  -3.116  2.236  -2.517  -0.2117
O  -1.550  4.022  -4.183  -0.2092
H  -5.372  0.797  -1.270  0.0795
H  -3.867  -0.274  -1.677  0.0694
H  -5.227  -1.049  -0.611  0.0861
H  -6.980  -0.696  -2.749  0.0981
H  -5.495  -1.963  -3.042  0.1199
H  -5.187  1.167  -3.748  0.0905
H  -1.216  -0.316  -3.898  0.1132
H  -2.252  2.480  -2.029  0.1128
H  -1.762  5.018  -4.143  0.1102
C  -4.703  1.685  4.691  -0.1165
C  -5.291  2.639  3.663  -0.2754
C  -6.816  2.745  3.744  -0.2287
C  -7.576  1.443  3.464  -0.2276
C  -7.292  0.802  2.101  -0.2735
C  -7.702  1.683  0.932  -0.1122
H  -5.061  0.661  4.544  0.0658
H  -3.611  1.668  4.609  0.0681
H  -4.962  1.999  5.707  0.0763
H  -4.980  2.334  2.658  0.0967
H  -4.864  3.635  3.828  0.1051
H  -7.152  3.521  3.046  0.1009
H  -7.095  3.099  4.744  0.1096
H  -8.651  1.647  3.544  0.1098
H  -7.350  0.712  4.249  0.1003
H  -7.849  -0.141  2.039  0.1057
H  -6.234  0.541  2.013  0.0932
H  -8.771  1.916  0.975  0.0781
H  -7.506  1.169  -0.014  0.0511
H  -7.144  2.623  0.918  0.0694
C  1.632  1.993  -3.421  -0.1023
C  2.222  1.095  -2.346  -0.2658
C  1.336  0.985  -1.102  -0.2223
C  1.103  2.300  -0.348  -0.2262
C  2.373  3.013  0.128  -0.2603
C  3.175  2.196  1.129  -0.1045
H  1.516  3.023  -3.071  0.0690
H  2.289  2.014  -4.297  0.0793
H  0.652  1.624  -3.742  0.0433
H  3.221  1.453  -2.075  0.0963
H  2.359  0.092  -2.765  0.1002
H  1.777  0.247  -0.421  0.0817
H  0.361  0.577  -1.395  0.1025
H  0.465  2.092  0.520  0.1039
H  0.531  2.988  -0.982  0.0936
H  2.082  3.958  0.603  0.1071
H  3.006  3.279  -0.723  0.1011
H  2.573  1.961  2.012  0.0706
H  4.053  2.760  1.457  0.0749
H  3.529  1.258  0.693  0.0552
C  2.891  -4.883  3.795  -0.1149
C  1.725  -4.358  2.974  -0.2725
C  2.156  -3.413  1.850  -0.2286
C  2.846  -2.123  2.312  -0.2237
C  2.028  -1.254  3.273  -0.2611
C  0.737  -0.737  2.656  -0.1051
H  3.425  -4.074  4.303  0.0665
H  2.531  -5.574  4.564  0.0709
H  3.603  -5.422  3.161  0.0763
H  1.002  -3.866  3.634  0.0992
H  1.200  -5.212  2.528  0.1058
H  1.277  -3.160  1.246  0.1021
H  2.839  -3.947  1.178  0.1055
H  3.099  -1.530  1.425  0.0801
H  3.801  -2.370  2.790  0.1052
H  2.641  -0.395  3.570  0.1020
H  1.803  -1.804  4.192  0.0997
H  0.944  -0.142  1.761  0.0477
H  0.207  -0.101  3.372  0.0737
H  0.065  -1.554  2.379  0.0698
C  8.968  -2.034  0.123  -0.1167
C  7.946  -2.987  -0.475  -0.2747
C  7.430  -2.536  -1.844  -0.2276
C  6.683  -1.197  -1.850  -0.2232
C  5.466  -1.125  -0.922  -0.2659
C  4.374  -2.116  -1.294  -0.1049
H  8.542  -1.042  0.300  0.0658
H  9.324  -2.417  1.085  0.0704
H  9.833  -1.926  -0.539  0.0761
H  7.113  -3.119  0.225  0.0976
H  8.411  -3.974  -0.586  0.1053
H  6.780  -3.319  -2.250  0.1006
H  8.278  -2.461  -2.536  0.1098
H  6.360  -0.987  -2.878  0.1106
H  7.376  -0.391  -1.583  0.1016
H  5.050  -0.112  -0.975  0.0891
H  5.766  -1.280  0.118  0.0993
H  4.024  -1.945  -2.317  0.0735
H  3.519  -2.003  -0.621  0.0442
H  4.722  -3.149  -1.217  0.0708